C4H9NO2 | ωB97M-V/def2-TZVPD

Positions of all 16 atoms, in Å:
C (-2.14, 0.96, 0.89)
C (-1.89, -0.52, 0.62)
N (-0.79, -0.57, -0.66)
C (0.61, -0.76, -0.37)
O (1.02, -1.77, 0.14)
O (1.33, 0.29, -0.73)
C (2.74, 0.13, -0.51)
H (-2.72, 1.43, 0.08)
H (-2.81, 0.97, 1.77)
H (-1.29, 1.63, 1.13)
H (-1.23, -0.91, 1.41)
H (-1.14, -1.40, -1.14)
H (-0.94, 0.24, -1.26)
H (3.22, 0.99, -0.98)
H (2.96, 0.10, 0.56)
H (3.09, -0.80, -0.96)

Output
Kohn-Sham gap = 7.264 eV
Spin multiplicity = 1
Energy relative to the best compared isomer or geometry (same formula, charge and spin) = 408.1 kJ/mol

Atom charges from the Mulliken analysis, given in e for atoms 1 to 2:
1. C -0.997
2. C -0.475